Formula: C3H4N2O
Source: the Open Molecules 2025 dataset
Level of theory: ωB97M-V/def2-TZVPD

Its relative energy (zero: lowest compared OMol25 entry of this formula, charge and spin) is 68.77 kJ/mol.

Each line ends with the Löwdin charge.
Cartesian coordinates (Å):
1 O 1.78 -1.11 -0.44  0.0303
2 N 0.37 0.38 0.55  0.0127
3 N -2.06 0.75 -1.88  0.1424
4 C -0.82 -0.34 0.17  -0.1753
5 C -1.51 0.25 -0.99  -0.1874
6 C 1.60 -0.08 0.17  -0.3476
7 H 0.29 1.29 0.98  0.1386
8 H -1.53 -0.38 1.01  0.1275
9 H 2.41 0.59 0.49  0.1344
10 H -0.51 -1.36 -0.07  0.1247

=====

Formula: C66H68GaN7SSeTe2
Source: the Open Molecules 2025 dataset
Level of theory: ωB97M-V/def2-TZVPD

The value obtained for the total energy is -223122.3135 eV.

Each line ends with the Löwdin charge.
Cartesian coordinates (Å):
1 Te -0.94 -2.22 -1.13  1.1267
2 Te 0.56 -0.88 -4.06  1.3861
3 Se -2.27 1.79 -2.36  1.1894
4 Ga -0.52 -0.21 0.48  0.2543
5 S -1.50 3.99 0.26  0.7147
6 N -0.37 0.49 2.25  -0.0024
7 N -3.99 1.72 -2.05  -0.1872
8 N -0.26 6.28 0.48  0.0595
9 N -1.84 0.89 -0.90  -0.2677
10 N 1.13 0.76 0.09  0.0030
11 N -2.28 6.38 -0.71  0.0721
12 N -2.91 -0.13 0.85  0.0925
13 C 0.39 -1.95 3.62  -0.3581
14 C -1.76 3.38 4.47  -0.0454
15 C 3.64 3.03 3.74  -0.1694
16 C -5.31 0.01 0.89  -0.0264
17 C 1.95 3.72 -1.70  -0.0534
18 C -0.12 -5.16 -0.86  -0.3076
19 C -0.03 7.60 0.33  -0.0682
20 C 2.02 0.15 -6.54  -0.1436
21 C 2.99 -0.61 -0.75  -0.1172
22 C 1.49 1.80 3.53  -0.0770
23 C -2.06 7.66 -0.86  -0.1207
24 C 3.04 -1.43 0.53  -0.3538
25 C 0.76 0.03 -5.97  -0.5087
26 C -0.93 8.35 -0.36  -0.0503
27 C -4.17 1.06 -0.91  -0.3555
28 C -2.30 -1.84 -4.68  -0.1739
29 C -2.27 2.38 3.43  -0.3761
30 C 4.78 3.51 3.04  -0.0345
31 C 2.26 2.58 5.68  -0.0712
32 C -1.22 -8.26 1.06  -0.0514
33 C -1.14 -6.84 0.58  -0.2667
34 C -2.92 -3.96 -5.64  -0.0890
35 C -3.70 2.74 3.06  -0.0631
36 C 1.25 2.47 -2.24  -0.3808
37 C -2.98 0.61 -0.29  -0.4926
38 C -0.22 -6.47 -0.39  -0.0189
39 C 3.88 2.59 0.94  -0.0212
40 C -0.84 -1.14 4.00  -0.1280
41 C 3.93 -0.14 -2.93  -0.0998
42 C 0.82 2.73 -3.69  -0.1092
43 C 0.80 1.21 2.38  -0.1840
44 C -0.34 0.58 -6.62  -0.1344
45 C -1.12 0.10 3.39  -0.1824
46 C 2.78 2.13 1.60  -0.0823
47 C -2.87 0.50 4.99  -0.0474
48 C -1.66 -1.57 5.04  -0.0395
49 C -1.59 -4.32 -5.70  -0.0869
50 C -0.61 -3.44 -5.25  -0.1497
51 C 2.09 0.48 -0.91  -0.1956
52 C -3.28 -2.71 -5.13  -0.0849
53 C 2.15 1.26 -2.08  -0.2118
54 C 4.88 3.30 1.69  -0.0739
55 C -0.96 -2.19 -4.74  -0.5697
56 C -1.93 -4.54 0.64  -0.3360
57 C -0.96 -4.18 -0.31  -0.4612
58 C 3.07 0.94 -3.07  -0.1170
59 C 1.08 1.32 -8.42  -0.0942
60 C 0.09 -3.42 3.33  -0.0395
61 C 4.42 -1.33 1.19  -0.0443
62 C -1.37 5.62 -0.02  -0.8233
63 C -1.99 -5.86 1.07  -0.0206
64 C -2.68 -0.76 5.53  -0.0772
65 C 3.39 3.13 5.15  -0.0339
66 C 2.69 -2.90 0.31  -0.0555
67 C -0.18 1.21 -7.85  -0.0858
68 C 3.87 -0.91 -1.78  -0.0394
69 C -2.91 -3.56 1.21  -0.1024
70 C 1.56 1.36 1.26  -0.1950
71 C -5.40 0.73 -0.26  0.0237
72 C 1.45 -1.83 4.72  -0.0370
73 C 1.29 1.90 4.88  -0.0402
74 C -2.10 0.95 3.93  -0.1468
75 C -4.05 -0.40 1.43  -0.0899
76 C 2.69 2.37 3.00  -0.0935
77 C 0.84 -4.91 -2.00  -0.0855
78 C 2.18 0.80 -7.76  -0.0887
79 H 2.11 3.66 -0.62  0.0574
80 H 4.11 3.64 5.79  0.1042
81 H 1.76 -5.48 -1.86  0.0827
82 H -3.73 -3.39 0.50  0.0869
83 H -1.93 -8.36 1.87  0.0716
84 H 2.35 -2.37 4.44  0.0774
85 H 1.09 -3.86 -2.13  0.0080
86 H -0.79 9.41 -0.51  0.1021
87 H 4.43 -1.89 2.13  0.0763
88 H 1.65 -3.00 0.00  0.0180
89 H -0.71 3.23 4.70  0.0520
90 H -1.88 4.40 4.10  0.0780
91 H 0.87 7.99 0.77  0.1343
92 H 0.44 -3.73 -5.29  0.0917
93 H -0.04 3.41 -3.70  0.0619
94 H -0.40 -3.91 4.18  0.0783
95 H -3.34 -3.94 2.14  0.0846
96 H 5.19 -1.76 0.54  0.0762
97 H 4.55 -1.75 -1.67  0.1113
98 H 2.88 -0.28 -6.04  0.0873
99 H -2.82 8.20 -1.41  0.1140
100 H 4.70 -0.30 1.41  0.0727
101 H 2.09 2.65 6.74  0.0996
102 H 0.38 -5.25 -2.94  0.0807
103 H 3.16 0.88 -8.20  0.1013
104 H 3.32 -3.35 -0.45  0.0817
105 H -1.05 1.62 -8.35  0.1016
106 H 1.08 -2.25 5.66  0.0821
107 H -0.56 -3.52 2.46  0.0542
108 H 4.04 2.42 -0.11  0.1050
109 H 5.75 3.66 1.16  0.0976
110 H 2.31 -1.02 1.23  0.1025
111 H -2.33 3.30 5.40  0.0825
112 H -0.24 -8.61 1.41  0.0797
113 H -6.21 -0.26 1.43  0.1123
114 H -1.47 -2.53 5.51  0.1074
115 H -2.45 -2.59 1.40  0.0114
116 H 0.39 5.70 0.99  0.1381
117 H -3.63 1.14 5.41  0.1074
118 H -3.74 3.76 2.68  0.0697
119 H -1.33 0.50 -6.19  0.0929
120 H -6.34 1.04 -0.67  0.1229
121 H 0.81 -1.51 2.71  0.0994
122 H -2.59 -0.88 -4.26  0.0705
123 H 1.34 4.61 -1.91  0.0717
124 H -4.37 2.68 3.93  0.0765
125 H 2.92 3.86 -2.18  0.0894
126 H 1.20 1.82 -9.37  0.0995
127 H -1.30 -5.29 -6.09  0.1023
128 H -2.73 -6.13 1.82  0.1147
129 H 5.56 4.04 3.56  0.1043
130 H -1.65 2.48 2.54  0.0640
131 H 0.55 1.82 -4.22  -0.0078
132 H -3.30 -1.11 6.35  0.0991
133 H -4.32 -2.43 -5.08  0.1022
134 H -1.53 -8.92 0.25  0.0808
135 H -4.10 2.09 2.28  0.0510
136 H 0.42 1.47 5.36  0.1085
137 H 2.82 -3.46 1.24  0.0793
138 H 3.12 1.55 -3.97  0.1079
139 H 0.45 -7.22 -0.80  0.1217
140 H 1.62 3.22 -4.26  0.0858
141 H -3.99 -0.98 2.34  0.1278
142 H 1.71 -0.79 4.91  0.0660
143 H 4.62 -0.39 -3.72  0.1031
144 H -3.69 -4.64 -5.98  0.1003
145 H 1.01 -3.95 3.12  0.0804
146 H 0.37 2.31 -1.62  0.0607

=====

Formula: C4H8ClNOS
Source: the Open Molecules 2025 dataset
Level of theory: ωB97M-V/def2-TZVPD

Its relative energy (zero: lowest compared OMol25 entry of this formula, charge and spin) is 559.62 kJ/mol.

Each line ends with the Löwdin charge.
Cartesian coordinates (Å):
1 Cl -2.00 0.96 0.99  0.2110
2 S -2.67 2.82 0.65  0.1047
3 O -1.39 2.16 -1.61  -0.0547
4 N -0.76 1.29 -1.06  -0.2329
5 C -0.20 -1.78 0.11  -0.0601
6 C 0.07 0.37 -1.26  -0.1028
7 C 1.24 0.26 1.05  -0.0755
8 C 0.72 -0.56 -0.22  -0.3679
9 H -0.45 -2.20 -0.93  0.1044
10 H 0.59 0.50 1.84  0.0271
11 H 1.54 1.16 0.57  0.0597
12 H 0.39 0.02 -2.22  0.1277
13 H -1.03 -1.29 0.54  -0.0021
14 H 1.66 -0.95 -0.70  0.1364
15 H 0.26 -2.52 0.68  0.0555
16 H 2.04 -0.24 1.57  0.0696

=====

Formula: C42H33ClN7O7SV
Source: the Open Molecules 2025 dataset
Level of theory: ωB97M-V/def2-TZVPD

The spin multiplicity is 4. Its relative energy (zero: lowest compared OMol25 entry of this formula, charge and spin) is 0.00 kJ/mol. Its charge is -1.

Each line ends with the Löwdin spin population.
Cartesian coordinates (Å):
1 V 0.13 -0.61 0.05  1.8283
2 Cl 3.78 1.20 6.08  -0.0002
3 S 3.29 0.35 0.11  0.0052
4 O -2.02 -3.88 1.24  0.0038
5 O 0.69 -1.43 1.83  0.0218
6 O 4.02 0.02 -1.12  0.0002
7 O 2.99 1.77 0.24  0.0085
8 O 3.90 -0.24 1.28  0.0009
9 O 1.82 -1.06 -4.08  -0.0009
10 O 1.90 -0.37 -0.13  0.0418
11 N 3.54 -2.84 -0.31  0.0002
12 N -0.10 -2.13 -1.23  0.0078
13 N -0.07 1.20 1.04  -0.0055
14 N -1.49 0.25 -0.97  0.1575
15 N -1.59 -1.70 1.00  0.0058
16 N 0.89 0.25 -2.49  0.0159
17 N 2.39 -3.47 -0.57  0.0001
18 C 1.17 3.12 -4.59  -0.0001
19 C -0.41 -4.38 -2.77  0.0223
20 C -3.07 0.48 -2.78  0.0518
21 C 1.46 0.63 2.83  0.0022
22 C -3.97 1.40 2.71  0.0003
23 C -0.98 -4.31 -1.51  -0.0035
24 C 0.86 4.62 -2.28  0.0019
25 C 2.89 0.44 4.76  0.0010
26 C 2.88 -0.95 4.65  0.0083
27 C 2.27 -4.38 0.38  0.0000
28 C -2.04 -1.85 2.38  0.0005
29 C -2.59 -3.28 2.42  -0.0001
30 C -4.43 0.03 4.63  0.0000
31 C -0.87 2.15 0.34  0.0486
32 C 1.40 2.53 -3.35  0.0003
33 C -2.56 3.80 -1.14  0.0807
34 C 4.14 -3.31 0.80  0.0002
35 C 1.25 3.29 -2.20  0.0004
36 C -2.27 -0.28 -1.96  0.1622
37 C 0.38 -2.15 -2.47  0.0232
38 C 0.77 1.55 1.94  0.0369
39 C -4.60 1.22 3.93  0.0001
40 C -1.88 4.30 -0.04  0.0255
41 C 1.03 -0.90 -2.98  0.0016
42 C -0.82 -3.16 -0.77  0.0221
43 C 2.21 1.21 3.86  0.0063
44 C 2.23 0.28 -4.43  0.0003
45 C -3.63 -0.98 4.11  0.0001
46 C -1.04 3.48 0.71  0.0745
47 C 0.79 4.46 -4.67  0.0005
48 C 0.26 -3.28 -3.27  -0.0033
49 C 3.36 -4.33 1.28  0.0000
50 C -1.48 -2.88 0.53  0.0093
51 C 1.87 1.11 -3.19  0.0016
52 C 2.17 -1.54 3.63  0.0004
53 C -3.00 -0.80 2.88  0.0002
54 C -3.18 1.86 -2.58  0.2476
55 C -3.17 0.39 2.18  0.0001
56 C 0.64 5.21 -3.52  0.0001
57 C -2.45 2.45 -1.51  0.0153
58 C 1.43 -0.79 2.70  0.0101
59 C -1.60 1.61 -0.74  0.0197
60 H 3.54 -4.95 2.14  0.0000
61 H 2.17 -2.62 3.50  -0.0001
62 H -1.57 -5.12 -1.10  -0.0006
63 H 1.42 -5.05 0.39  0.0000
64 H -3.67 -3.30 2.34  0.0001
65 H 1.28 2.56 -5.51  0.0000
66 H 3.78 -1.98 -0.80  0.0001
67 H -5.21 2.01 4.35  0.0000
68 H -3.49 -1.90 4.67  0.0000
69 H 3.29 0.28 -4.63  0.0000
70 H 2.74 1.12 -2.52  0.0004
71 H -1.14 -1.79 3.00  0.0000
72 H -3.62 -0.01 -3.57  -0.0021
73 H 0.98 2.60 2.10  0.0019
74 H -3.81 2.48 -3.20  0.0157
75 H -4.92 -0.11 5.59  0.0000
76 H 2.25 2.29 3.93  0.0002
77 H 0.63 4.91 -5.64  0.0000
78 H -4.08 2.32 2.16  0.0002
79 H 1.49 2.84 -1.24  0.0002
80 H -3.21 4.45 -1.73  0.0027
81 H 1.67 0.57 -5.32  0.0000
82 H -2.27 -1.36 -2.08  0.0119
83 H 0.36 6.26 -3.58  0.0000
84 H 5.06 -2.87 1.16  0.0000
85 H -0.51 -5.27 -3.37  0.0015
86 H 3.44 -1.55 5.35  0.0004
87 H -2.68 0.52 1.23  0.0003
88 H -0.55 3.88 1.58  0.0065
89 H -2.01 5.34 0.25  -0.0001
90 H 0.75 5.20 -1.37  0.0008
91 H 0.68 -3.27 -4.26  -0.0006
92 H -2.28 -3.85 3.30  0.0000

=====

Formula: C24H19Cl2N6NaO2S
Source: the Open Molecules 2025 dataset
Level of theory: ωB97M-V/def2-TZVPD

Its relative energy (zero: lowest compared OMol25 entry of this formula, charge and spin) is 58.55 kJ/mol. Its charge is -2.

Each line ends with the Löwdin charge.
Cartesian coordinates (Å):
1 Cl -5.13 2.03 4.35  0.5944
2 Cl -3.03 0.83 6.16  0.5646
3 S 3.25 4.19 1.07  0.3312
4 Na -0.46 -0.38 -0.49  0.4214
5 O 1.24 -0.05 3.62  -0.1139
6 O -3.96 2.55 -0.26  -0.0859
7 N 2.52 2.26 2.78  0.1068
8 N 1.12 2.58 0.94  0.1070
9 N -2.07 1.21 0.29  0.0625
10 N -1.44 1.08 -2.38  0.0959
11 N -0.31 -0.28 1.84  0.0554
12 N 1.27 -2.04 0.58  0.1201
13 C -3.51 1.65 2.23  -0.0397
14 C -2.30 1.20 1.61  -0.2245
15 C -2.77 0.89 4.41  -0.6965
16 C 2.93 -1.96 -3.01  -0.2082
17 C -3.65 1.55 3.58  -0.7087
18 C 3.20 -3.52 0.62  -0.0696
19 C -2.57 1.68 -2.02  -0.1882
20 C -1.17 0.86 -3.68  -0.1335
21 C 2.24 2.85 1.60  -0.9342
22 C 0.78 -0.51 2.50  -0.4762
23 C 0.64 -1.75 -3.03  -0.2094
24 C 2.39 -3.27 -3.14  -0.2223
25 C 2.06 -2.93 0.03  -0.1242
26 C -3.51 1.98 -3.02  -0.0214
27 C -2.87 1.89 -0.52  -0.4158
28 C 1.00 -3.08 -3.24  -0.2260
29 C 3.41 -3.18 1.91  -0.1139
30 C 1.87 -1.08 -2.96  -0.2170
31 C 2.73 -2.12 2.49  -0.0216
32 C -1.38 0.48 2.47  -0.1520
33 C 1.71 -1.55 1.75  -0.1726
34 C -2.00 1.14 -4.76  -0.0541
35 C -3.24 1.68 -4.37  -0.0791
36 C -1.59 0.41 3.89  -0.0484
37 H 0.82 3.08 0.12  0.0921
38 H 0.37 2.02 1.37  0.0819
39 H 3.26 2.52 3.33  0.0460
40 H -4.32 2.15 1.69  0.0923
41 H 0.29 -3.83 -3.37  0.0434
42 H -4.49 2.35 -2.67  0.1081
43 H 3.12 -3.96 -3.54  0.0598
44 H -0.86 -0.02 4.62  0.1078
45 H 3.91 -4.28 0.16  0.1255
46 H -1.64 0.90 -5.74  0.0882
47 H 2.01 1.41 3.13  0.0621
48 H 1.91 -0.03 -2.79  0.0627
49 H 4.23 -3.68 2.37  0.0829
50 H -0.23 0.34 -3.82  0.0732
51 H 2.88 -1.73 3.47  0.0914
52 H -4.06 1.86 -5.09  0.0946
53 H 4.00 -1.70 -3.11  0.0751
54 H -0.37 -1.44 -3.00  0.0450
55 H 1.78 -3.23 -0.98  0.0653